(P)
A molecular structure, C42H41N6O2ReSb. Source: the Open Molecules 2025 dataset; level of theory: wB97M-V/def2-TZVPD.

Positions of all 93 atoms, in Å:
Re  -1.3398  0.0199  -0.4346
C  -3.3390  -2.5301  -2.0262
C  -3.6974  -2.1976  -0.6158
C  -4.6337  -3.0055  0.0301
C  -5.1128  -2.6692  1.2741
C  -4.6981  -1.4629  1.8309
C  -3.7505  -0.7080  1.1730
N  -3.2012  -1.1066  0.0019
Sb  -3.6338  1.3421  1.8062
C  -3.7942  1.8312  -0.3152
C  -4.7801  2.7019  -0.7107
C  -4.9262  3.0121  -2.0636
C  -4.0854  2.4121  -2.9696
C  -3.1029  1.5163  -2.5414
C  -2.2470  0.8317  -3.5545
N  -2.9550  1.2515  -1.2300
C  -1.6045  2.0254  1.7197
C  -1.1921  2.8854  2.7116
C  -0.1829  3.8042  2.4261
C  0.2884  3.8861  1.1386
C  -0.1483  2.9793  0.1722
C  0.3207  3.1282  -1.2406
N  -1.0270  2.0211  0.5028
H  -2.7456  -3.4433  -2.0756
H  -2.7787  -1.7356  -2.5056
H  -4.2634  -2.6986  -2.5810
H  -4.9885  -3.8881  -0.4845
H  -5.8316  -3.2980  1.7821
H  -5.1191  -1.1123  2.7645
H  -5.4337  3.1484  0.0265
H  -5.6882  3.7072  -2.3899
H  -4.1675  2.6147  -4.0280
H  -2.1342  1.4616  -4.4350
H  -2.7388  -0.0863  -3.8841
H  -1.2499  0.5828  -3.1884
H  -1.6741  2.8763  3.6808
H  0.1752  4.4819  3.1895
H  1.0069  4.6419  0.8507
H  1.4104  3.0660  -1.3006
H  0.0405  4.1256  -1.5866
H  -0.1143  2.3967  -1.9164
O  0.7237  0.1278  -2.8824
C  1.3311  0.1798  -1.8272
N  2.6592  0.1901  -1.6448
C  3.0461  0.5258  -0.2849
C  1.6488  0.7182  0.3396
O  1.4211  1.1435  1.4466
N  0.6964  0.3328  -0.5833
C  3.6781  -0.6546  0.4540
C  4.2528  -0.4576  1.7066
C  4.7430  -1.5348  2.4259
C  4.6659  -2.8200  1.9032
C  4.0956  -3.0192  0.6571
C  3.5979  -1.9412  -0.0653
C  3.8827  1.8085  -0.2557
C  3.7879  2.7362  0.7798
C  4.5815  3.8757  0.7777
C  5.4818  4.1048  -0.2506
C  5.5903  3.1801  -1.2775
C  4.7982  2.0425  -1.2784
H  3.2882  0.1099  -2.4251
H  4.3283  0.5375  2.1229
H  5.1971  -1.3696  3.3940
H  5.0601  -3.6579  2.4623
H  4.0405  -4.0142  0.2354
H  3.1410  -2.1169  -1.0304
H  3.0962  2.5736  1.5930
H  4.5010  4.5822  1.5935
H  6.1018  4.9907  -0.2472
H  6.2985  3.3368  -2.0798
H  4.9295  1.3350  -2.0870
C  0.9460  -1.5404  2.1095
N  -0.5133  -1.3019  1.9786
C  -0.9924  -0.8630  3.2945
C  -1.1010  -2.6081  1.6377
C  -0.6984  -2.9728  0.2412
C  -0.2749  -4.2672  -0.0285
C  0.1209  -4.6402  -1.3035
C  0.0952  -3.6989  -2.3184
C  -0.3109  -2.3995  -2.0482
C  -0.7116  -1.9942  -0.7673
H  1.4444  -0.6613  2.4946
H  1.3809  -1.8050  1.1465
H  1.1006  -2.3785  2.7979
H  -0.5547  0.1039  3.5377
H  -0.6949  -1.5795  4.0685
H  -2.0802  -0.7998  3.3144
H  -2.1869  -2.5666  1.7406
H  -0.7524  -3.3676  2.3471
H  -0.2426  -4.9895  0.7786
H  0.4536  -5.6513  -1.4958
H  0.3838  -3.9673  -3.3262
H  -0.3380  -1.7062  -2.8746

Computed properties:
LUMO (alpha / beta)   -0.2313 / -0.2577 hartree
Spin multiplicity   4
Orbital gap (alpha / beta)   0.257 / 0.231 hartree
E_HOMO (alpha / beta)   -13.30 / -13.30 eV
Total charge   +2



(Q)
A molecular structure, C42H41N6O2ReSb. Source: the Open Molecules 2025 dataset; level of theory: wB97M-V/def2-TZVPD.

Positions of all 93 atoms, in Å:
Re  -0.4376  1.4037  -0.8055
C  3.1452  0.9663  0.3763
C  2.9530  0.8933  -1.1086
C  3.8773  0.2571  -1.9288
C  3.7554  0.3466  -3.3038
C  2.7353  1.1173  -3.8516
C  1.8283  1.6935  -2.9843
N  1.9087  1.5503  -1.6481
Sb  0.4338  3.1602  -3.6781
C  0.4989  4.0728  -1.7122
C  0.9758  5.3615  -1.6649
C  1.2407  5.9547  -0.4313
C  1.0558  5.2202  0.7160
C  0.5638  3.9225  0.6465
C  0.4000  3.1100  1.8882
N  0.2540  3.3890  -0.5522
C  -1.5426  2.3932  -3.2458
C  -2.4588  2.3180  -4.2690
C  -3.8165  2.3671  -3.9582
C  -4.2023  2.5888  -2.6554
C  -3.2585  2.6242  -1.6387
C  -3.6697  2.9431  -0.2382
N  -1.9479  2.4487  -1.9421
H  3.6236  0.0671  0.7622
H  2.2055  1.1171  0.9039
H  3.7983  1.8131  0.6034
H  4.7002  -0.2835  -1.4758
H  4.4742  -0.1463  -3.9475
H  2.6519  1.2572  -4.9211
H  1.1648  5.9005  -2.5839
H  1.6189  6.9688  -0.3794
H  1.2961  5.6308  1.6878
H  1.1867  3.3570  2.6003
H  0.4384  2.0304  1.7156
H  -0.5514  3.3478  2.3620
H  -2.1262  2.2858  -5.2982
H  -4.5598  2.3010  -4.7439
H  -5.2449  2.7353  -2.4020
H  -4.2622  3.8607  -0.2478
H  -2.8077  3.0951  0.4075
H  -4.2892  2.1507  0.1810
O  0.0587  -0.4875  -2.5803
C  0.4710  -1.0529  -1.5544
N  0.9352  -2.2836  -1.3649
C  1.2368  -2.5713  0.0449
C  0.8735  -1.1985  0.6857
O  0.9784  -0.8680  1.8273
N  0.4572  -0.3590  -0.3598
C  0.3427  -3.6804  0.6131
C  0.3349  -3.9156  1.9846
C  -0.4386  -4.9379  2.5114
C  -1.2084  -5.7390  1.6764
C  -1.2017  -5.5094  0.3098
C  -0.4301  -4.4823  -0.2205
C  2.7282  -2.8875  0.2302
C  3.3759  -2.6337  1.4357
C  4.7153  -2.9688  1.5944
C  5.4188  -3.5675  0.5586
C  4.7724  -3.8388  -0.6394
C  3.4354  -3.5008  -0.8013
H  0.9786  -2.9538  -2.1126
H  0.9352  -3.3024  2.6465
H  -0.4352  -5.1127  3.5799
H  -1.8072  -6.5404  2.0899
H  -1.7949  -6.1297  -0.3508
H  -0.4582  -4.3216  -1.2911
H  2.8415  -2.1707  2.2556
H  5.2066  -2.7668  2.5382
H  6.4596  -3.8351  0.6883
H  5.3051  -4.3240  -1.4482
H  2.9547  -3.7396  -1.7430
C  -1.6843  -1.1722  3.4550
N  -1.5679  0.2516  3.2203
C  -1.0999  1.0195  4.3590
C  -2.4284  0.9209  2.2837
C  -2.7487  0.1210  1.0440
C  -3.7695  -0.8243  1.1357
C  -4.1952  -1.5608  0.0430
C  -3.6217  -1.3359  -1.2006
C  -2.6224  -0.3846  -1.3272
C  -2.1572  0.3242  -0.2068
H  -0.8084  -1.5008  4.0147
H  -1.6907  -1.7348  2.5220
H  -2.5743  -1.4633  4.0375
H  -0.0105  0.9564  4.4745
H  -1.5488  0.6877  5.3034
H  -1.3746  2.0695  4.2479
H  -1.9470  1.8444  1.9745
H  -3.4035  1.2296  2.7152
H  -4.2474  -0.9697  2.0987
H  -4.9870  -2.2906  0.1554
H  -3.9582  -1.8828  -2.0737
H  -2.2050  -0.2172  -2.3145

Computed properties:
LUMO (alpha / beta)   -0.2436 / -0.2595 hartree
Spin multiplicity   4
Orbital gap (alpha / beta)   0.207 / 0.190 hartree
E_HOMO (alpha / beta)   -12.26 / -12.24 eV
Total charge   +2



Which of them is the most stable, and which is the least stable? (P) and (Q), in that order.



(P)
13 unconnected molecules or ions with the total composition C13H52O13. Source: the Open Molecules 2025 dataset; level of theory: wB97M-V/def2-TZVPD.

Positions of all 78 atoms, in Å:
C  -6.4107  -11.1295  0.7133
O  -7.3049  -12.2423  0.8806
H  -6.0280  -11.0508  -0.3032
H  -6.8861  -10.1967  1.0243
H  -5.5523  -11.2418  1.3871
H  -7.5161  -12.5650  -0.0120
C  -13.7082  -12.0107  2.5154
O  -12.2863  -11.9893  2.3127
H  -13.9548  -12.3727  3.5156
H  -14.0709  -11.0036  2.3352
H  -14.1872  -12.6632  1.7857
H  -11.9622  -12.8445  1.9868
C  -9.5412  -14.1899  1.7758
O  -10.9283  -14.5454  1.9309
H  -9.3405  -13.9072  0.7382
H  -9.3359  -13.2929  2.3578
H  -8.8954  -15.0093  2.0923
H  -11.1092  -15.2457  1.2842
C  -6.7669  -13.5239  4.2459
O  -6.9614  -12.2231  3.7152
H  -6.3931  -13.4030  5.2582
H  -7.7077  -14.0895  4.2924
H  -6.0469  -14.0995  3.6542
H  -7.2412  -12.2874  2.7910
C  -9.1768  -18.4924  3.3570
O  -9.8597  -17.3379  2.8093
H  -8.8743  -19.1318  2.5315
H  -8.2632  -18.2009  3.8843
H  -9.8246  -19.0373  4.0420
H  -9.8591  -16.6361  3.4695
C  -11.9409  -16.2633  5.0598
O  -11.9814  -15.6914  6.3459
H  -11.5729  -15.5715  4.2893
H  -11.2843  -17.1440  5.0697
H  -12.9295  -16.6095  4.7341
H  -11.8143  -14.7391  6.3087
C  -7.4434  -17.5822  -0.0552
O  -8.5162  -16.7647  0.4225
H  -7.5628  -18.6186  0.2581
H  -7.4520  -17.5327  -1.1418
H  -6.4929  -17.1912  0.3093
H  -8.9255  -17.1385  1.2215
C  -14.3449  -15.8564  1.7908
O  -14.6849  -16.6001  0.6296
H  -15.2223  -15.4557  2.3060
H  -13.7850  -16.4897  2.4798
H  -13.7090  -15.0012  1.5379
H  -15.5992  -16.4268  0.3979
C  -10.7067  -12.5783  5.2042
O  -11.0639  -12.9605  6.5461
H  -9.6838  -12.1851  5.1837
H  -10.7331  -13.4808  4.6001
H  -11.3642  -11.7961  4.8331
H  -11.5090  -12.2331  6.9855
C  -9.6500  -9.7521  2.6862
O  -11.0160  -9.4240  2.4702
H  -9.3618  -10.6557  2.1360
H  -9.0476  -8.9186  2.3312
H  -9.4329  -9.9298  3.7448
H  -11.4905  -10.2573  2.3450
C  -11.7806  -17.4249  -0.4380
O  -11.0939  -16.1562  -0.4659
H  -12.6849  -17.3230  -1.0280
H  -11.1582  -18.1648  -0.9545
H  -12.0182  -17.7259  0.5804
H  -10.1971  -16.3305  -0.1287
C  -8.8221  -14.3086  -2.2323
O  -8.0429  -13.2839  -1.6198
H  -9.6151  -13.8983  -2.8633
H  -8.1958  -14.9886  -2.8120
H  -9.3165  -14.8632  -1.4363
H  -7.7513  -12.6503  -2.2816
C  -11.4546  -11.6177  -0.7920
O  -12.7585  -12.1784  -0.8652
H  -11.4619  -10.8424  -0.0264
H  -10.6693  -12.3303  -0.5204
H  -11.1555  -11.1613  -1.7437
H  -12.6666  -13.1106  -1.0867

Computed properties:
LUMO   0.0129 hartree
Spin multiplicity   1
Orbital gap   0.361 hartree
E_HOMO   -9.47 eV
Total charge   0



(Q)
13 unconnected molecules or ions with the total composition C13H52O13. Source: the Open Molecules 2025 dataset; level of theory: wB97M-V/def2-TZVPD.

Positions of all 78 atoms, in Å:
C  4.7751  -0.6197  -4.0002
O  5.5395  -0.7936  -2.8011
H  4.3847  0.3697  -4.2383
H  5.3100  -1.0514  -4.8462
H  3.9204  -1.2889  -3.9012
H  5.9559  0.0408  -2.5729
C  -1.9636  -4.9700  -3.3573
O  -1.0580  -4.2095  -4.1312
H  -2.4392  -4.3238  -2.6196
H  -2.7353  -5.2732  -4.0649
H  -1.4518  -5.8021  -2.8737
H  -0.5229  -4.8258  -4.6366
C  -4.7811  0.9556  -2.9055
O  -6.1741  1.0384  -3.1749
H  -4.2516  0.2810  -3.5783
H  -4.3956  1.9312  -3.2017
H  -4.5464  0.9070  -1.8422
H  -6.5241  0.1491  -3.2660
C  3.7655  -5.8160  -1.2665
O  4.4915  -4.9866  -0.4005
H  3.5937  -5.3299  -2.2269
H  4.2777  -6.7759  -1.3330
H  2.7617  -6.0344  -0.9023
H  4.7730  -4.2172  -0.9008
C  0.8206  -0.3891  -0.0563
O  -0.4059  -0.0991  0.5782
H  0.7836  -1.4160  -0.4198
H  0.9369  0.2471  -0.9337
H  1.7336  -0.2347  0.5188
H  -0.4616  0.8310  0.8094
C  -2.2029  1.8492  6.3444
O  -1.5942  2.6554  7.3836
H  -3.1274  1.3218  6.5793
H  -2.4453  2.4446  5.4642
H  -1.4947  1.1115  5.9671
H  -2.1836  3.3920  7.5615
C  -1.8453  6.9199  0.6275
O  -1.0052  5.8256  0.3401
H  -2.4261  6.6211  1.5001
H  -1.2413  7.8179  0.7574
H  -2.5516  7.0974  -0.1836
H  -0.3259  6.1799  -0.2383
C  -6.1626  -1.6216  3.9052
O  -7.0986  -0.7684  4.5488
H  -5.3419  -1.9237  4.5557
H  -6.7127  -2.5006  3.5693
H  -5.7553  -1.1624  3.0044
H  -7.4237  -0.1097  3.9307
C  -0.6803  0.7882  -6.8218
O  0.0933  -0.3480  -7.1703
H  -0.6138  1.6145  -7.5295
H  -1.7272  0.4848  -6.8134
H  -0.3593  1.0438  -5.8119
H  -0.2337  -1.0067  -6.5532
C  8.3590  -1.0446  2.6914
O  9.1400  -0.8683  3.8758
H  8.5347  -0.1885  2.0401
H  8.5859  -2.0358  2.2987
H  7.2778  -1.0053  2.8238
H  8.6070  -0.2564  4.3887
C  0.0039  -4.4904  3.4447
O  -1.2814  -4.2633  2.8077
H  0.1312  -4.1108  4.4585
H  0.1868  -5.5640  3.4910
H  0.7705  -3.9887  2.8543
H  -1.2485  -3.4030  2.3829
C  -6.9898  3.7581  1.9874
O  -7.8001  2.7991  1.4815
H  -7.1055  4.6123  1.3202
H  -7.3979  4.0162  2.9646
H  -5.9604  3.4181  2.1012
H  -7.6021  2.7750  0.5425
C  6.7259  4.0648  -0.5365
O  7.5206  3.2305  -1.3593
H  7.3274  4.7166  0.0971
H  6.0264  4.6892  -1.0923
H  6.2361  3.3761  0.1519
H  8.2996  3.7429  -1.5875

Computed properties:
LUMO   -0.0012 hartree
Spin multiplicity   1
Orbital gap   0.373 hartree
E_HOMO   -10.17 eV
Total charge   0



(R)
13 unconnected molecules or ions with the total composition C13H52O13. Source: the Open Molecules 2025 dataset; level of theory: wB97M-V/def2-TZVPD.

Positions of all 78 atoms, in Å:
C  23.4951  -15.4310  -29.2174
O  23.6815  -16.5481  -30.0652
H  23.9592  -15.5416  -28.2301
H  23.9901  -14.5533  -29.6694
H  22.4335  -15.1857  -29.2181
H  24.6004  -16.6190  -30.3294
C  22.9438  -17.1538  -22.3073
O  24.1440  -17.1087  -21.5823
H  23.0562  -17.2933  -23.3921
H  22.2925  -17.9355  -21.9239
H  22.4118  -16.1851  -22.3227
H  24.8234  -16.7408  -22.1586
C  23.7163  -11.1445  -26.6756
O  24.3805  -10.7105  -27.8543
H  23.7870  -12.2160  -26.5031
H  24.0417  -10.6034  -25.7845
H  22.6579  -10.9113  -26.8116
H  24.4643  -9.7553  -27.8039
C  18.1201  -12.9668  -24.7661
O  18.0854  -11.5818  -25.1151
H  17.9307  -13.1310  -23.7058
H  17.4336  -13.5495  -25.3824
H  19.1072  -13.3728  -24.9747
H  17.4293  -11.1715  -24.5442
C  20.9169  -9.6934  -24.5645
O  20.5479  -8.7259  -25.4797
H  21.7563  -9.3522  -23.9498
H  20.1120  -10.0013  -23.8848
H  21.3112  -10.6577  -24.9325
H  20.0213  -9.1132  -26.2113
C  21.4554  -14.3816  -25.5220
O  20.6742  -15.3294  -24.7997
H  21.1403  -13.3737  -25.2565
H  22.5134  -14.5399  -25.2731
H  21.4484  -14.6342  -26.5812
H  20.6949  -15.1613  -23.8489
C  25.5138  -15.5677  -25.6135
O  25.6469  -15.7450  -24.2030
H  24.6612  -14.9269  -25.8520
H  26.4549  -15.2566  -26.0701
H  25.2738  -16.5737  -25.9667
H  25.7247  -14.8717  -23.7885
C  20.6298  -12.6973  -22.0557
O  20.6814  -14.1214  -21.9182
H  20.1554  -12.2054  -21.1974
H  21.6173  -12.2314  -22.1123
H  19.9876  -12.4931  -22.9081
H  21.1080  -14.2580  -21.0635
C  18.6241  -15.4724  -27.6911
O  19.1594  -15.1889  -28.9543
H  19.3057  -15.2929  -26.8580
H  17.6971  -14.9202  -27.4844
H  18.3394  -16.5269  -27.5840
H  18.7941  -15.7635  -29.6259
C  20.2945  -11.1500  -28.0290
O  19.3023  -10.3934  -27.3349
H  19.8362  -11.6040  -28.9169
H  21.0541  -10.4375  -28.3409
H  20.6553  -11.9801  -27.4151
H  18.7406  -10.9946  -26.8191
C  19.3239  -18.5366  -25.5760
O  20.4475  -18.1491  -24.8302
H  19.5689  -18.4636  -26.6441
H  19.1468  -19.5920  -25.3666
H  18.4274  -17.9530  -25.3398
H  20.7384  -17.2406  -24.9811
C  24.5021  -12.6167  -22.9720
O  25.8532  -13.0311  -23.1561
H  24.3553  -11.7130  -23.5648
H  23.9043  -13.4153  -23.4199
H  24.2142  -12.3956  -21.9457
H  26.2867  -13.3295  -22.3526
C  17.8709  -16.4335  -22.1772
O  17.0683  -17.5516  -21.9428
H  18.2304  -15.9132  -21.2797
H  18.7393  -16.6700  -22.8041
H  17.3179  -15.6561  -22.7101
H  17.5594  -18.2804  -21.5629

Computed properties:
LUMO   0.0068 hartree
Spin multiplicity   1
Orbital gap   0.371 hartree
E_HOMO   -9.91 eV
Total charge   0



Which of them is the most stable, and which is the least stable? (P) and (Q), in that order.